Arrangement P

The following is a DFT calculation (the ωB97M-V functional and the def2-TZVPD basis) of an isolated molecule of C3H5N3O.

Atoms and positions in Å:
N1 0.148 1.683 -0.294
C1 0.481 0.336 -0.078
C2 1.650 -0.344 -0.060
O1 1.426 -1.660 0.126
N2 0.068 -1.876 0.238
C3 -0.488 -0.699 0.115
N3 -1.854 -0.480 0.238
H1 -0.488 2.019 0.422
H2 0.960 2.287 -0.327
H3 2.686 -0.054 -0.165
H4 -2.211 0.133 -0.487
H5 -2.379 -1.346 0.272

Results
HOMO-LUMO gap = 9.52 eV
multiplicity = 1
structure (SMILES) = Nc1conc1N

Arrangement Q

The following is a DFT calculation (the ωB97M-V functional and the def2-TZVPD basis) of an isolated molecule of C3H5N3O.

Atoms and positions in Å:
N1 -1.980 -0.685 0.838
C1 -0.847 -0.217 0.212
N2 -0.854 0.862 -0.495
C2 0.584 1.167 -0.629
C3 1.229 -0.093 -0.182
O1 2.519 -0.411 -0.309
N3 0.367 -0.886 0.366
H1 -2.006 -1.684 0.962
H2 -2.816 -0.309 0.413
H3 0.966 1.737 -1.485
H4 0.217 1.807 0.207
H5 2.622 -1.288 0.101

Results
HOMO-LUMO gap = 9.54 eV
multiplicity = 1
structure (SMILES) = NC1=NCC(O)=N1

On energetic grounds, arrangement Q is preferred over the next structure by 49.3 kJ/mol.

Arrangement P

The following is a DFT calculation (the ωB97M-V functional and the def2-TZVPD basis) of an isolated molecule of C3H5N3O.

Atoms and positions in Å:
N1 2.168 -1.372 0.353
N2 1.341 -0.376 0.019
N3 0.155 -0.779 -0.044
C1 -0.875 0.162 -0.117
O1 -2.073 -0.377 -0.562
C2 -0.345 1.804 -0.386
C3 -0.936 1.350 0.703
H1 3.124 -1.225 0.066
H2 1.796 -2.315 0.297
H3 -1.963 -1.334 -0.674
H4 -0.610 2.713 -0.910
H5 -1.782 1.749 1.254

Results
HOMO-LUMO gap = 9.15 eV
multiplicity = 1
structure (SMILES) = N/N=N/C1(O)C=C1

Arrangement Q

The following is a DFT calculation (the ωB97M-V functional and the def2-TZVPD basis) of an isolated molecule of C3H5N3O.

Atoms and positions in Å:
O1 1.936 -0.385 -1.201
C1 1.715 -0.398 0.189
C2 0.256 -0.047 0.317
N1 -0.572 0.089 1.381
C3 -1.731 0.350 0.809
N2 -1.605 0.403 -0.524
N3 -0.348 0.128 -0.847
H1 1.083 0.026 -1.563
H2 2.361 0.308 0.741
H3 1.902 -1.380 0.661
H4 -2.690 0.463 1.284
H5 -2.307 0.441 -1.247

Results
HOMO-LUMO gap = 10.63 eV
multiplicity = 1
structure (SMILES) = OCc1nc[nH]n1

On energetic grounds, arrangement Q is preferred over the next structure by 434.1 kJ/mol.

Arrangement P

The following is a DFT calculation (the ωB97M-V functional and the def2-TZVPD basis) of a cluster of 2 separate species, C3H7NO3S in total.

Atoms and positions in Å:
C1 2.643 -0.762 -1.563
C2 2.306 -0.094 -0.517
C3 0.863 -0.009 -0.133
N1 0.334 0.756 0.742
O1 -3.758 0.564 0.094
O2 -1.941 -1.056 0.325
O3 -2.158 0.612 2.146
S1 -2.929 -0.432 1.218
H1 3.712 -0.985 -1.739
H2 1.862 -1.306 -2.035
H3 2.942 0.453 0.090
H4 0.222 -0.731 -0.748
H5 -1.438 1.241 1.769
H6 -3.628 0.326 -0.822
H7 0.968 1.424 1.173

Results
HOMO-LUMO gap = 10.62 eV
multiplicity = 1

Arrangement Q

The following is a DFT calculation (the ωB97M-V functional and the def2-TZVPD basis) of an isolated molecule of C3H7NO3S.

Atoms and positions in Å:
C1 0.372 1.382 1.171
O1 -0.475 1.327 0.035
C2 -1.318 0.217 0.015
N1 -0.679 -0.987 -0.564
S1 -0.378 -2.303 0.477
C3 0.250 -0.685 -1.576
O2 -0.045 -0.059 -2.550
O3 1.494 -1.181 -1.349
H1 0.995 0.485 1.258
H2 1.022 2.246 1.047
H3 -0.212 1.505 2.089
H4 -1.625 -0.068 1.026
H5 -2.196 0.479 -0.574
H6 0.673 -1.830 1.174
H7 2.124 -0.527 -1.678

Results
HOMO-LUMO gap = 10.19 eV
multiplicity = 1
structure (SMILES) = COCN(S)C(=O)O

On energetic grounds, arrangement Q is preferred over the next structure by 124.6 kJ/mol.

Arrangement P

The following is a DFT calculation (the ωB97M-V functional and the def2-TZVPD basis) of a structure of composition C3H7NO3S.

Atoms and positions in Å:
C1 -1.136 0.191 1.173
C2 -1.148 1.368 0.172
C3 0.302 -0.183 -0.600
N1 -0.081 -0.650 0.521
O1 2.399 1.119 0.492
O2 2.733 -1.312 0.374
O3 -0.247 0.963 -0.887
S1 2.585 -0.074 -0.345
H1 -0.676 0.374 2.092
H2 -2.166 -0.147 1.158
H3 -2.178 1.492 -0.359
H4 -0.872 2.200 0.747
H5 0.233 -1.653 -2.551
H6 0.134 -2.251 -3.083
H7 0.119 -1.437 1.097

Results
HOMO-LUMO gap = 9.11 eV
multiplicity = 1

Arrangement Q

The following is a DFT calculation (the ωB97M-V functional and the def2-TZVPD basis) of an isolated molecule of C3H7NO3S.

Atoms and positions in Å:
O1 2.233 -0.072 -1.083
S1 1.306 0.391 -0.032
O2 1.867 1.114 1.100
C1 -0.196 1.273 -0.593
C2 -1.316 0.566 0.108
N1 -1.037 -0.848 0.025
C3 0.280 -1.122 0.514
O3 0.913 -2.240 -0.063
H1 -0.073 1.313 -1.605
H2 -0.255 2.378 -0.358
H3 -1.203 0.892 1.094
H4 -2.243 0.914 -0.235
H5 -1.773 -1.405 0.458
H6 0.305 -1.281 1.530
H7 1.191 -1.873 -0.859

Results
HOMO-LUMO gap = 10.83 eV
multiplicity = 1
structure (SMILES) = O=S1(=O)CCN[C@H]1O

On energetic grounds, arrangement Q is preferred over the next structure by 177.2 kJ/mol.